[1]
Here is C27H44Br12N2O4S2 as an isolated structure at a distorted geometry from OMol25. Energies are from ωB97M-V with the def2-TZVPD basis set.

Structure (XYZ):
```
91
Properties=species:S:1:pos:R:3:forces:R:3:lowdin_charge:R:1
O 0.42177 4.75568 1.55467 -1.50 -0.31 -3.22 -0.461
S -0.26749 5.13024 0.25227 4.38 -0.92 -0.85 0.720
O 0.71892 4.58359 -1.05375 -1.30 -1.95 2.04 -0.353
C 0.95667 3.15041 -0.97477 1.55 -1.41 -1.35 -0.260
C 2.29930 2.72430 -0.18127 -0.53 -1.32 0.01 -0.152
C 1.87806 1.51287 0.83027 -0.08 0.91 0.10 -0.239
C 1.58504 0.11905 0.07521 -1.42 0.46 1.60 -0.467
S 2.99363 -1.09264 0.16421 0.78 -0.22 1.21 0.867
C 3.63120 -1.18942 1.88461 -1.82 -1.32 3.31 -0.647
N 3.40427 -2.13020 2.96550 1.63 5.52 -2.36 -0.142
N 4.13784 -1.72514 4.07590 0.17 3.97 -1.65 -0.059
C 4.87590 -0.51402 3.71318 -4.06 -2.56 0.89 -0.362
O 4.57664 -0.16592 2.30772 -8.30 2.73 2.64 -0.462
O -1.71026 4.26506 0.00285 2.07 -1.81 0.79 -0.512
C -1.98381 3.28957 1.04850 -2.30 -1.98 -0.07 -0.267
C -3.05471 2.22663 0.39765 1.17 0.10 0.12 -0.171
C -4.34641 1.97294 1.32888 -0.54 -1.38 -1.96 -0.159
C -4.78218 0.42025 1.08222 -1.31 -3.74 0.03 -0.163
C -5.32933 -0.50365 2.25361 0.65 -1.16 -4.15 -0.032
C -5.70459 -1.99771 1.93331 1.13 1.72 -2.07 -0.082
C -5.56560 -2.64972 0.51335 1.00 4.02 0.07 -0.080
C -5.06391 -1.74075 -0.65158 -0.17 1.97 3.52 -0.073
C -4.69664 -0.24703 -0.34033 -0.66 -1.24 2.18 -0.041
H 0.08700 2.53273 -0.55711 0.94 1.29 -0.52 0.100
H 1.10310 2.78755 -2.07113 -0.45 0.78 1.78 0.136
H 3.03077 2.24047 -0.93599 -0.99 1.01 1.19 0.116
H 2.82411 3.59197 0.35424 -1.05 -1.29 -0.77 0.120
H 0.90471 1.79853 1.40138 1.70 -0.31 -1.00 0.099
H 2.69002 1.42435 1.63410 -1.18 -0.24 -1.24 0.097
H 1.24803 0.23852 -1.02516 1.05 -0.26 1.66 0.099
H 0.68688 -0.38554 0.61189 1.52 0.79 -0.94 0.089
H 5.58622 0.16243 4.29448 -1.89 -0.92 -0.58 0.136
H -1.08619 2.65803 1.36755 -1.08 1.52 -0.31 0.103
H -2.55362 3.76201 1.94414 1.47 -0.41 -1.41 0.102
H -2.48233 1.22750 0.24199 -1.08 1.65 0.31 0.112
H -3.32061 2.60863 -0.65787 0.19 -0.56 1.79 0.124
H -4.18697 2.21226 2.43719 -0.22 -0.47 -1.67 0.111
H -5.20836 2.59837 0.86783 1.38 -0.82 1.19 0.125
H -5.41502 -0.05213 3.30374 0.06 -1.00 -1.74 0.086
H -6.07530 -2.64574 2.79920 0.61 1.05 -1.44 0.077
H -5.81380 -3.75086 0.27268 0.39 2.07 0.76 0.088
H -4.92827 -2.07568 -1.74977 -0.34 0.41 2.25 0.002
H -4.30028 0.42141 -1.20090 -0.82 -1.41 1.55 0.094
Br -4.70490 -3.26418 -4.13507 -0.07 -0.04 -0.05 0.655
C -6.58630 -3.27417 -4.64487 0.13 -0.22 -0.06 -0.696
C -6.84099 -2.35965 -5.81746 -0.29 0.23 0.02 -0.690
Br -6.86165 -0.49082 -5.26395 0.18 -0.07 -0.08 0.583
H -7.15853 -3.00630 -3.75550 0.07 0.08 -0.17 0.050
H -6.80207 -4.31065 -4.91186 0.02 0.12 -0.04 0.058
H -7.83210 -2.54151 -6.23865 0.08 -0.03 0.08 0.007
H -6.09388 -2.44964 -6.60627 -0.07 -0.05 0.20 0.055
Br 6.15373 -1.19323 2.38046 11.73 -4.94 -4.71 1.219
C 7.81330 -2.16302 1.97460 0.45 -0.44 0.90 -0.562
C 8.59558 -1.46390 0.89072 0.15 -0.26 0.07 -0.722
Br 7.81001 -1.78603 -0.86587 -0.06 0.11 0.01 0.594
H 7.53188 -3.18566 1.71609 0.14 0.10 -0.04 0.035
H 8.37832 -2.17285 2.91103 0.27 -0.13 -0.21 0.061
H 9.60798 -1.86541 0.82599 -0.12 0.12 -0.04 -0.007
H 8.64688 -0.38202 1.02265 -0.06 -0.14 -0.02 0.036
Br -1.92559 6.35744 1.30502 -3.47 3.64 2.91 0.939
C -2.02761 7.12879 3.09549 -0.18 -0.11 0.08 -0.580
C -2.97903 8.30006 3.13450 0.09 0.26 0.18 -0.691
Br -2.17285 9.89174 2.34819 -0.10 -0.10 -0.03 0.611
H -1.00958 7.38859 3.38850 -0.18 0.03 -0.07 0.067
H -2.38868 6.31900 3.73271 0.00 0.12 -0.05 0.069
H -3.20566 8.57717 4.16577 0.04 -0.08 -0.10 0.058
H -3.91104 8.11783 2.59881 0.19 -0.04 0.06 0.053
Br -10.58315 -3.54075 -6.95093 0.11 0.01 0.08 0.622
C -10.67452 -3.76841 -5.01701 -0.20 -0.19 -0.17 -0.686
C -11.49535 -2.67716 -4.37484 0.09 0.21 0.29 -0.687
Br -10.49179 -1.00906 -4.26680 -0.09 -0.15 -0.08 0.605
H -9.64744 -3.80761 -4.65220 -0.19 0.10 0.01 0.034
H -11.14557 -4.74178 -4.86815 0.03 0.13 0.02 0.059
H -11.73225 -2.93315 -3.34043 0.05 -0.05 -0.14 0.059
H -12.41908 -2.45860 -4.91099 0.18 -0.12 0.01 0.052
Br 1.91947 -5.23915 -0.70141 0.07 0.09 -0.02 0.593
C 3.85969 -5.42577 -0.73638 -0.12 -0.20 -0.12 -0.692
C 4.39805 -5.80294 0.62185 0.51 0.10 0.23 -0.668
Br 4.43075 -4.26306 1.81881 0.00 -1.08 -0.62 0.770
H 4.26323 -4.48592 -1.11523 -0.03 -0.12 0.17 0.050
H 4.05519 -6.21836 -1.46104 0.00 0.07 0.11 0.055
H 5.43804 -6.12705 0.54632 -0.14 -0.05 -0.14 0.055
H 3.81532 -6.57972 1.11762 0.02 0.12 -0.18 0.050
Br 12.35840 -1.80450 2.03431 0.06 0.01 -0.08 0.627
C 13.34324 -0.32468 1.23400 0.06 -0.04 0.27 -0.689
C 12.44336 0.86052 0.98351 0.03 0.16 -0.30 -0.685
Br 11.32398 0.57944 -0.58827 -0.02 0.00 0.14 0.635
H 13.81427 -0.70845 0.32856 -0.16 0.12 0.10 0.053
H 14.11673 -0.07267 1.96180 -0.11 0.02 -0.08 0.058
H 13.03389 1.74978 0.75521 -0.01 -0.14 0.06 0.057
H 11.77390 1.07830 1.81598 0.15 -0.12 -0.09 0.053
```
Forces are in eV/Å.

charge: 0
spin multiplicity: 1
HOMO energy: -0.29145 Eh
M: 1483.6 g/mol
frontier orbital gap: 7.774 eV
E_tot: -902045.545 eV

=====

[2]
Here is an isolated ion of composition C4H14NO2Si and charge +1 at a distorted geometry from OMol25. Energies are from ωB97M-V with the def2-TZVPD basis set.

Structure (XYZ):
```
22
Properties=species:S:1:pos:R:3:forces:R:3:lowdin_charge:R:1
C -0.14166 -0.84031 2.35805 0.82 0.47 -1.49 0.018
C 2.15746 -1.17079 0.15967 0.08 0.10 1.82 -0.042
C -1.77994 0.97383 -1.29855 1.64 -1.44 -1.05 -0.158
C 0.48486 0.64459 0.43692 1.43 -5.14 2.62 -0.469
N -1.35815 -0.41731 -1.80776 -0.04 -0.56 -0.51 0.123
O -0.48982 0.03932 1.21972 -0.23 0.83 -0.12 -0.144
O 1.15746 -0.32031 -0.36144 -2.01 1.97 -0.57 -0.203
Si -0.06578 2.05048 -0.72674 -0.48 1.40 -2.55 0.694
H 0.10249 -1.81212 1.94635 -0.23 -0.25 0.42 0.089
H -0.89606 -0.79260 3.09950 -1.28 -0.25 0.08 0.092
H 0.69432 -0.40713 2.85464 1.06 0.24 0.20 0.086
H 1.64198 -2.11225 0.37697 0.37 -0.01 0.34 0.091
H 2.51346 -0.67464 1.12856 0.25 -1.08 -1.46 0.129
H 2.89127 -1.38789 -0.61196 0.29 0.48 0.24 0.104
H -2.36119 0.83169 -0.44789 -0.70 -0.49 1.93 0.048
H -2.45643 1.37727 -2.04434 0.66 0.63 -0.51 0.085
H 1.26882 1.14796 1.12582 -1.02 0.41 -1.02 0.188
H -0.69174 -0.51624 -2.62110 -1.40 0.73 0.53 0.194
H -0.96873 -1.07850 -1.16575 1.08 0.31 1.56 0.119
H -2.24271 -0.87663 -1.88673 -0.85 -0.57 -1.58 0.143
H -0.26290 3.10102 0.08717 -0.06 2.31 2.14 -0.107
H 0.80299 2.24055 -1.82108 0.61 -0.10 -1.00 -0.081
```
Forces are in eV/Å.

charge: +1
spin multiplicity: 3
HOMO energy (alpha / beta): -0.26889 / -0.54170 Eh
M: 136.2 g/mol
frontier orbital gap (alpha / beta): 3.886 / 6.339 eV
E_tot: -17822.139 eV

=====

[3]
Here is a 2-piece molecular cluster, C2H8N2O2 overall at a distorted geometry from OMol25. Energies are from ωB97M-V with the def2-TZVPD basis set.

Structure (XYZ):
```
14
Properties=species:S:1:pos:R:3:forces:R:3:lowdin_charge:R:1
N 0.62717 -0.62139 1.82091 -2.30 0.98 4.40 -0.006
C 0.14310 0.58433 1.23403 3.86 0.11 -3.39 -0.263
N -0.58593 0.09947 0.05442 -1.70 -0.22 -0.35 -0.011
C -1.82549 0.49135 -0.33756 1.51 -0.26 -1.26 -0.407
O -2.37516 1.47812 0.05174 -1.08 0.91 0.63 0.026
H 1.26177 -1.12708 1.32242 1.85 -1.41 -1.62 0.023
H -0.07712 -1.22529 2.32794 1.20 1.24 -1.05 0.115
H 1.05837 1.17399 0.68460 -1.37 -1.61 1.53 0.155
H -0.13838 1.43528 1.84663 -1.51 -0.79 0.21 0.114
H -0.33090 -0.85854 -0.24376 0.00 1.13 0.41 0.127
H -2.13800 -0.09643 -1.23017 -0.44 -0.09 0.40 0.130
O 1.37194 -0.75083 -2.31644 0.36 -2.07 0.72 -0.026
H 0.88342 0.03257 -2.34802 -1.20 1.95 -0.03 -0.006
H 2.12520 -0.61556 -2.86674 0.81 0.12 -0.60 0.027
```
Forces are in eV/Å.

charge: 0
spin multiplicity: 1
HOMO energy: -0.33810 Eh
SMILES string: NCNC=O.O
M: 92.1 g/mol
ΔE to the lowest compared entry with this formula, charge and spin: 46.72 kcal/mol
frontier orbital gap: 9.819 eV
E_tot: -9277.885 eV

=====

[4]
Here is a 2-piece molecular cluster, C3H10Cl2NSi overall at a distorted geometry from OMol25. Energies are from ωB97M-V with the def2-TZVPD basis set.

Structure (XYZ):
```
17
Properties=species:S:1:pos:R:3:forces:R:3:lowdin_charge:R:1
C -0.00339 -1.24691 -1.21204 0.98 0.14 1.00 -0.191
C -2.28045 -0.32298 1.76004 -1.32 -2.21 1.43 -0.095
C -1.87215 0.88814 2.02138 2.61 2.21 0.38 -0.130
N 2.51644 0.47529 -1.39614 -1.63 -1.63 1.43 0.084
Si 0.77478 0.28748 -0.47869 -1.16 -0.50 -2.03 -0.199
Cl -0.25550 1.95019 -1.08712 0.72 -0.45 0.41 0.415
Cl 1.48672 0.13678 1.35909 0.19 0.18 0.75 0.504
H 0.51518 -1.51412 -2.10892 0.48 -0.16 -0.69 0.030
H 0.01795 -2.11850 -0.55972 0.16 0.10 0.21 0.055
H -1.00997 -1.10113 -1.49650 -1.20 0.47 -0.17 0.027
H -2.35120 -1.17593 2.50844 0.61 1.35 -0.75 0.087
H -2.85453 -0.56868 0.89275 -0.07 0.14 -0.79 0.043
H -1.24552 1.23738 2.87763 -0.98 -0.97 -0.09 0.070
H -1.78938 1.71162 1.30140 -0.89 -0.51 -0.20 0.019
H 2.99743 0.54184 -0.49976 1.05 0.89 -0.56 0.055
H 2.53522 1.22102 -2.06074 0.52 0.86 -0.16 0.102
H 2.81838 -0.40149 -1.82112 -0.07 0.11 -0.17 0.124
```
Forces are in eV/Å.

charge: +1
spin multiplicity: 1
HOMO energy: -0.49417 Eh
M: 159.1 g/mol
ΔE to the lowest compared entry with this formula, charge and spin: 0.00 kcal/mol
frontier orbital gap: 9.897 eV
E_tot: -37681.548 eV